No. 1
This record from the OMol25 dataset describes 9 unconnected molecules or ions with the total composition C68H146F6N7O5S in a non-equilibrium geometry. The level of theory is ωB97M-V/def2-TZVPD.

```
233
Properties=species:S:1:pos:R:3:forces:R:3
H 21.864 15.771 11.286 -0.14 0.46 0.39
C 23.831 16.861 15.933 -1.01 -0.75 0.38
H 16.500 13.276 18.705 -0.12 0.64 -0.46
H 25.173 11.487 19.031 0.30 0.54 0.82
C 19.210 13.196 21.568 -0.18 0.39 0.16
H 13.053 9.297 8.506 -0.38 0.66 0.10
C 15.693 21.183 9.343 0.22 -0.19 -1.58
H 10.457 21.917 9.027 0.12 -0.37 0.18
C 16.709 7.015 11.761 0.31 0.45 -0.94
O 20.144 19.548 13.491 -0.21 -0.35 0.10
H 26.483 13.215 16.942 0.04 0.48 -0.82
C 19.549 19.529 16.587 -0.88 -0.20 0.09
C 18.698 15.446 17.506 0.87 0.70 0.06
C 17.649 22.796 13.944 -0.60 0.74 0.77
H 15.651 12.945 9.330 -0.29 -0.01 -0.53
H 24.693 11.349 8.181 -0.47 0.74 1.00
H 14.914 22.300 7.623 0.25 0.15 -0.93
C 25.955 10.566 17.378 0.89 0.75 -0.39
H 20.482 14.244 8.852 0.33 -0.29 0.52
H 23.425 11.911 15.429 -0.55 -0.53 -0.49
H 20.240 19.783 15.780 -0.20 -0.05 0.08
F 19.227 16.795 13.678 0.11 -0.33 0.52
H 15.268 21.439 14.802 -0.53 0.16 0.11
H 18.031 12.014 20.364 -0.81 -1.60 0.07
C 17.405 13.031 18.148 -0.64 -1.31 0.16
H 17.648 15.372 15.564 0.00 -0.21 0.73
O 19.090 19.696 11.323 -0.87 0.32 -0.47
H 24.952 14.268 10.804 0.25 -0.22 1.37
H 22.746 15.386 17.150 0.36 0.28 -0.13
C 13.918 19.421 9.135 -0.77 -1.31 -0.58
C 26.098 18.568 10.379 -1.48 1.43 1.37
C 15.523 7.907 11.307 0.21 -1.92 0.63
C 16.280 12.137 9.680 1.94 0.68 1.64
H 17.460 22.997 17.225 -0.55 -0.51 -0.34
H 16.273 10.909 11.563 -0.29 0.78 -0.61
H 14.796 7.145 11.003 -0.21 0.40 0.05
H 22.306 13.197 16.996 -0.76 -0.10 -0.02
H 15.582 20.025 13.869 -0.59 -0.60 -0.80
C 22.748 21.528 9.520 0.78 -0.60 1.69
H 17.993 11.933 22.803 -0.06 0.11 0.27
F 20.748 14.334 12.504 -0.58 -0.51 0.49
C 17.492 13.458 16.696 -1.31 1.96 0.55
H 24.231 19.203 9.456 -0.50 -0.22 -1.32
H 23.005 8.786 12.483 -0.45 -0.73 -0.71
H 25.758 21.217 11.157 -0.45 -0.21 -0.37
H 15.197 12.290 11.532 -0.31 0.40 0.40
C 18.711 17.489 12.678 0.86 -0.01 -0.85
H 15.634 21.220 10.410 0.02 0.43 0.75
H 17.634 7.515 12.022 0.10 0.69 -0.08
H 26.962 11.904 18.789 -0.41 -0.18 0.30
C 24.416 12.009 9.056 0.08 0.47 -0.21
H 23.831 25.334 10.562 -0.33 -0.71 0.31
C 20.700 12.402 14.096 1.40 2.08 -0.34
H 12.618 19.232 6.745 -0.27 0.73 0.07
H 23.913 10.158 17.156 -0.26 0.41 -0.41
H 24.437 15.644 17.681 -0.29 0.15 -0.29
C 23.308 21.802 11.997 -0.28 -1.00 -0.46
H 13.123 21.783 10.081 0.05 -0.58 -0.94
H 20.721 17.004 7.895 -0.30 -0.12 -0.93
C 10.357 20.900 8.631 0.46 -0.67 -1.06
H 25.083 12.092 15.059 0.60 0.27 0.02
H 16.388 8.104 9.240 -0.16 -0.09 0.72
N 23.088 14.613 10.016 -0.35 0.35 2.28
C 16.849 22.237 16.677 0.09 1.09 3.05
F 18.581 16.670 11.619 -0.04 -0.03 0.03
H 20.910 19.857 18.213 -0.03 0.22 0.51
C 23.102 12.953 17.676 1.48 0.31 0.25
N 23.812 21.838 10.562 0.17 0.24 1.09
H 13.616 19.403 10.161 0.30 0.07 0.92
H 21.533 10.672 11.872 -0.18 -0.80 -0.17
C 15.584 11.510 10.908 1.64 -0.65 0.38
H 22.649 16.387 8.977 0.49 0.11 0.04
C 13.759 8.740 9.090 0.28 -1.43 0.10
H 21.010 18.245 17.624 -0.29 0.07 -0.27
H 25.994 9.659 17.961 0.34 -0.41 -0.11
C 25.014 20.914 10.393 0.17 1.25 0.04
H 15.941 22.357 12.775 0.49 -0.46 -0.06
H 19.328 22.781 15.390 -0.32 0.14 0.36
H 11.589 19.710 10.024 -0.27 0.47 0.20
H 25.215 14.406 15.599 0.01 0.49 -0.50
H 19.128 21.394 14.329 0.11 -0.30 0.54
H 23.305 15.121 12.199 -0.43 -0.34 -0.67
H 17.118 23.662 14.391 0.13 -0.55 -0.16
H 17.553 13.667 22.849 0.53 -0.50 0.31
H 24.206 21.905 12.594 0.11 0.43 0.22
H 24.223 18.968 11.113 -0.45 0.80 0.48
H 15.102 8.400 12.210 0.26 0.51 -1.00
H 15.683 19.588 7.857 -0.37 0.06 0.92
H 17.208 13.554 20.677 0.79 -0.26 -0.04
H 22.779 14.958 7.901 -0.29 0.21 1.07
C 12.840 20.275 7.035 1.88 -0.14 0.33
C 21.704 10.470 12.939 -0.23 1.74 -1.70
C 18.639 14.902 18.957 -0.56 0.35 -1.56
C 22.553 13.225 10.330 0.69 0.26 -1.25
H 26.819 10.671 16.722 0.29 -0.42 0.01
H 11.484 18.955 8.509 -0.96 0.04 -0.29
H 22.927 9.211 14.168 0.10 0.31 -0.66
H 22.182 20.679 9.932 0.44 -0.16 -0.71
O 20.998 18.264 11.609 0.58 -0.83 -0.09
H 15.959 19.036 9.568 -0.66 0.77 -0.91
H 24.859 13.718 7.888 -0.02 0.22 -0.67
H 22.461 12.626 8.193 0.39 -0.03 0.67
C 20.296 19.051 17.836 0.31 -0.20 -0.43
H 12.587 22.382 8.549 -0.61 0.39 -0.48
C 22.416 15.331 8.898 -1.34 -0.53 -1.01
H 22.509 24.338 9.986 0.09 -0.06 -0.42
C 25.632 13.046 17.573 -0.22 -0.19 2.18
H 13.894 10.179 11.369 0.83 0.16 -1.28
C 22.205 22.819 12.292 0.73 -1.17 -1.10
H 24.802 11.526 9.977 -0.38 0.13 -0.40
H 19.551 11.656 18.950 0.28 -0.23 -0.18
C 18.174 13.048 20.461 0.13 0.72 -0.61
H 17.479 10.483 8.954 0.05 0.06 0.16
H 23.324 16.739 14.947 0.57 -0.11 0.60
H 14.059 7.907 8.435 0.37 0.36 0.23
H 20.793 10.103 13.361 -0.50 -0.94 0.21
C 20.861 15.260 8.969 0.16 -1.12 -1.17
H 16.638 19.713 16.157 -0.27 0.23 -1.39
N 17.775 21.370 15.991 1.06 -0.28 -1.93
C 16.012 8.708 10.087 -1.03 -0.83 0.77
C 18.652 20.721 17.006 0.55 -0.27 0.44
H 22.383 11.358 9.428 0.19 0.39 -0.38
H 21.787 24.886 12.079 -0.98 0.77 0.26
H 9.305 19.080 8.974 -0.51 0.36 -0.09
H 24.811 17.323 15.839 0.10 -0.33 -0.12
C 24.348 23.230 10.479 0.96 1.83 -0.59
H 20.337 15.558 6.784 0.45 0.32 0.80
C 22.619 24.236 12.093 2.12 0.39 -0.03
H 16.570 6.333 12.578 -0.81 -0.29 0.27
H 13.706 18.405 8.767 -0.05 0.33 -0.11
C 23.309 24.362 10.722 0.37 -0.23 -0.20
O 21.857 11.795 13.441 0.40 0.49 0.61
C 24.407 11.861 15.869 -1.45 0.82 -0.32
H 8.191 20.509 8.733 0.88 -0.40 0.54
C 22.917 9.626 13.129 -0.65 -0.95 2.27
H 23.062 12.928 11.242 -0.02 -0.14 0.16
H 24.941 15.442 9.548 -0.15 -0.11 -0.02
H 23.492 13.983 15.202 0.11 0.79 0.24
H 26.737 18.730 9.557 1.19 0.56 -0.59
H 18.386 13.081 16.253 0.51 -0.49 -0.65
C 16.036 20.892 14.283 -0.10 -0.33 1.60
H 23.239 21.424 8.554 -0.24 -0.24 0.07
N 24.342 13.035 16.806 0.71 0.43 0.74
H 16.917 6.457 10.861 0.48 -0.70 -0.04
H 21.364 22.543 11.676 -0.48 0.06 -0.50
F 17.487 17.877 13.023 -0.37 0.41 0.21
H 19.450 15.278 19.578 0.05 -0.23 -0.03
H 24.915 23.369 9.536 -0.75 -0.16 0.18
N 14.936 9.576 9.484 -0.33 -0.11 1.82
C 17.531 15.016 16.609 0.13 -0.30 0.74
H 14.647 10.819 7.851 0.12 0.32 0.16
H 16.637 15.468 17.066 -0.18 -0.33 -0.45
C 24.540 14.467 9.854 1.44 0.24 -1.44
H 10.293 20.995 7.524 -0.22 -0.03 0.73
C 11.504 19.944 8.961 1.31 -0.02 0.88
C 17.015 20.318 15.282 0.13 -1.13 0.23
H 18.189 23.212 13.118 0.80 0.36 -0.21
H 26.152 13.313 8.968 -0.19 0.33 0.18
C 16.648 11.109 8.634 0.88 0.90 -0.66
N 18.539 13.420 19.011 -0.45 0.92 1.51
H 22.982 20.782 12.173 -0.43 -0.14 0.02
H 20.539 13.097 19.221 0.67 0.01 -0.20
C 25.976 11.749 18.344 -1.30 -0.13 -1.27
H 18.890 18.697 16.251 0.51 0.54 -0.07
H 9.125 20.242 10.293 -0.18 0.07 -0.87
F 19.516 12.587 11.924 0.54 0.81 0.81
H 17.313 21.241 12.596 0.38 -0.80 -0.73
H 20.007 11.577 14.187 -0.80 -0.53 0.69
F 18.870 13.905 13.531 -0.05 0.27 0.12
H 23.078 11.967 18.050 -0.46 -1.28 0.16
H 16.145 22.773 16.079 -0.18 -0.01 -0.60
H 23.557 16.401 11.006 -0.62 -0.02 0.21
N 12.906 20.353 8.538 -0.29 -1.17 -1.04
C 19.747 12.675 18.629 -0.43 0.14 -0.06
C 20.256 16.005 7.800 0.52 1.20 -0.34
H 15.645 9.451 7.627 0.64 -0.05 -0.57
C 9.157 20.154 9.178 -1.04 0.00 0.56
H 14.752 23.097 9.204 0.28 0.44 -0.37
C 15.366 19.763 8.922 1.07 -0.89 -0.14
C 19.973 13.355 13.034 0.36 -1.65 -0.78
H 26.528 18.718 11.411 0.06 -0.36 -1.36
H 13.867 20.497 6.690 -0.77 0.10 -0.23
H 25.153 23.359 11.239 -0.65 -0.48 -0.23
H 20.057 12.507 21.466 -0.34 -0.03 -0.05
H 13.784 11.197 9.865 -0.26 -0.05 0.50
H 17.019 11.598 7.718 -0.26 -0.12 0.25
H 17.718 19.734 14.666 0.01 0.04 0.72
C 24.792 19.447 10.316 0.61 -1.61 1.07
H 20.415 15.703 9.848 0.32 -0.02 0.55
C 25.061 13.395 8.892 -0.02 -0.44 -0.27
C 16.724 21.773 13.304 -0.99 1.58 -0.32
H 17.393 11.955 18.189 0.09 -0.63 -0.08
H 23.202 17.554 16.480 0.00 0.46 -0.01
H 16.813 9.267 10.513 0.53 0.89 -0.44
H 21.495 13.257 10.516 -0.26 0.22 0.05
C 24.204 14.316 15.982 0.13 -0.74 0.23
H 16.305 21.638 17.453 0.36 0.53 -0.77
H 25.535 13.837 18.321 0.24 0.18 -0.31
H 17.977 20.388 17.806 0.20 0.10 -0.14
H 13.310 8.258 9.975 0.09 0.67 -0.40
H 12.121 21.037 6.758 0.11 -0.30 -0.60
O 21.085 13.137 15.129 -0.67 -0.71 -0.09
C 18.402 12.947 22.846 -0.48 0.07 -0.15
H 19.619 15.249 16.921 -0.04 -0.10 0.75
H 19.850 12.739 17.547 0.64 0.02 0.10
H 25.330 21.291 9.429 0.84 -0.31 -0.26
C 24.711 10.562 16.513 -0.04 -1.57 0.54
H 21.878 22.556 13.250 -0.45 0.01 1.78
H 19.625 14.187 21.644 0.18 0.55 -0.20
H 23.184 13.572 18.590 0.11 0.18 -0.84
C 18.586 22.129 14.933 0.04 -0.33 -0.69
H 23.816 10.146 12.997 1.24 1.19 -0.19
H 19.227 21.561 17.379 0.40 -0.08 0.37
H 17.247 12.652 10.011 -1.31 -0.64 -0.26
H 24.825 9.812 15.706 -0.07 0.37 0.35
H 19.609 18.660 18.590 0.06 0.31 0.15
H 23.320 24.586 12.886 -0.50 -0.32 -0.37
C 22.911 15.545 11.259 1.05 -0.31 -1.05
C 14.472 10.617 10.497 -1.68 -0.05 -0.45
H 22.068 22.329 9.545 -0.72 1.11 -0.37
H 18.978 13.061 23.765 0.00 0.00 -0.20
H 19.206 16.177 7.966 -0.48 -0.07 0.15
H 16.700 21.391 8.997 0.33 0.12 0.41
C 15.484 10.280 8.300 -1.45 -1.15 -0.95
C 23.778 15.555 16.803 0.31 -0.31 -1.01
H 16.582 13.097 16.204 0.42 -0.22 -0.05
S 19.858 18.886 12.224 0.06 0.98 0.40
H 17.671 15.283 19.335 0.52 -0.27 0.21
C 22.908 12.302 9.162 -0.77 -1.78 0.36
C 13.259 21.668 8.968 1.49 2.82 1.32
H 25.736 17.573 10.245 -0.05 -0.93 0.30
H 18.693 16.514 17.771 -0.03 0.05 -0.82
C 14.742 22.160 8.659 -1.91 -1.19 2.33
```
Positions in Å, forces in eV/Å.

Calculated values
total charge: +5
E: -4433.76120 a.u.
frontier orbital gap: 0.306 Eh
HOMO level: -0.5887 Eh


No. 2
This record from the OMol25 dataset describes C18H20ClN3O2 in the gas phase. The level of theory is ωB97M-V/def2-TZVPD.

```
44
Properties=species:S:1:pos:R:3:forces:R:3
C -3.371 1.811 3.923 -0.10 -0.26 -0.32
H -1.219 2.480 5.198 0.01 0.08 -0.04
C -1.384 -0.485 -0.301 -0.02 -0.08 0.23
H -3.037 1.043 4.636 -0.06 0.03 -0.05
C -1.510 -2.769 0.351 -0.08 -0.06 -0.34
O 1.170 1.795 -1.149 -0.26 0.25 -0.14
C 3.377 -2.296 -2.120 0.00 -0.05 -0.02
C -0.657 1.230 1.406 0.13 -0.08 0.01
N 1.548 0.408 0.595 0.22 0.00 0.14
C 2.796 -2.399 -3.372 -0.02 0.04 -0.02
N -1.192 -2.484 1.604 0.05 -0.44 0.35
H -1.680 -3.816 0.140 -0.04 -0.07 -0.11
H -0.941 1.918 0.589 0.02 -0.09 0.09
C 2.989 -1.298 -1.243 -0.10 0.11 0.02
H -3.137 2.253 1.823 0.01 -0.06 0.00
H -1.889 -2.081 -1.648 -0.03 -0.06 -0.09
H -4.461 1.800 3.861 0.06 -0.07 0.00
C -1.612 3.200 4.465 0.35 0.11 -0.13
Cl 1.104 -1.591 -5.311 -0.10 -0.02 -0.20
H 1.163 0.942 2.555 -0.02 0.04 0.01
C 2.016 -0.380 -1.624 0.09 -0.14 -0.30
H -0.711 -1.030 2.954 0.03 0.12 0.12
H 0.132 3.016 3.233 0.02 0.06 0.00
C -1.038 -0.173 1.008 -0.20 -0.06 -0.17
H 3.466 -1.219 -0.278 0.04 0.01 0.09
C -0.948 2.939 3.111 -0.11 0.04 0.33
O -3.012 3.088 4.390 -0.08 0.16 0.01
H 3.091 -3.181 -4.054 0.01 -0.06 -0.08
C -0.963 -1.223 1.920 0.03 0.40 -0.06
H -1.281 3.704 2.389 0.06 -0.01 0.01
H -1.402 4.216 4.804 0.06 -0.08 0.00
N -1.301 1.600 2.661 0.00 -0.04 -0.11
C 0.888 1.269 1.552 -0.11 0.32 -0.20
H 1.250 2.284 1.376 0.00 -0.07 0.17
H 0.710 0.268 -3.185 -0.06 0.06 -0.05
H 1.662 -0.558 0.856 -0.04 0.05 -0.13
C 1.832 -1.476 -3.749 0.10 0.04 0.28
C 1.538 0.717 -0.728 0.31 -0.31 0.30
C -2.752 1.522 2.556 -0.22 0.03 0.36
H -1.455 0.298 -1.043 0.01 0.11 -0.07
H -3.039 0.520 2.235 -0.06 0.08 0.01
C -1.624 -1.806 -0.639 0.02 0.02 0.07
C 1.446 -0.463 -2.889 0.04 0.01 0.04
H 4.139 -3.002 -1.828 0.07 -0.06 0.02
```
Positions in Å, forces in eV/Å.

Calculated values
total charge: 0
E: -1472.86299 a.u.
SMILES string: O=C(NC[C@@H](c1cccnc1)N1CCOCC1)c1cccc(Cl)c1
relative energy (zero: lowest compared OMol25 entry of this formula, charge and spin): 27.3 kJ/mol
frontier orbital gap: 0.349 Eh
HOMO level: -0.3332 Eh


No. 3
This record from the OMol25 dataset describes C9H9N3 in the gas phase in a non-equilibrium geometry. The level of theory is ωB97M-V/def2-TZVPD.

```
21
Properties=species:S:1:pos:R:3:forces:R:3
C 0.963 -0.481 0.786 2.16 -2.62 0.63
C -0.061 0.512 2.929 -1.19 1.59 1.31
N 0.919 -0.838 -0.470 -0.96 1.35 -0.43
H 0.824 1.137 3.468 -2.28 -1.34 -1.29
H 1.197 -2.001 2.372 0.26 0.64 -0.33
N -1.626 1.618 -1.518 0.85 1.03 0.22
H 2.698 -1.002 2.451 -1.91 0.05 -1.64
C 1.875 -1.410 1.708 0.31 -0.01 1.39
H -0.071 -0.519 3.417 0.07 1.36 -0.84
H -1.460 -0.179 -4.430 0.80 1.38 2.36
H 2.411 -2.220 1.197 -0.30 0.65 -0.67
N -0.738 1.243 0.703 1.20 -1.50 -2.07
H 0.320 -1.393 -2.980 -0.77 1.26 -0.06
C -1.149 0.240 -3.357 0.68 -3.63 -4.82
C 0.023 -0.105 -1.251 0.05 0.32 -1.36
C -0.729 1.001 -0.737 -0.06 -1.71 1.84
C 0.102 0.466 1.394 -2.12 1.59 0.47
H -1.215 1.023 3.132 3.70 -1.29 -0.44
C -0.219 -0.452 -2.671 1.78 -1.80 3.53
C -1.709 1.313 -2.808 -2.62 3.73 2.19
H -2.357 2.048 -3.336 0.35 -1.04 0.01
```
Positions in Å, forces in eV/Å.

Calculated values
total charge: 0
E: -512.55559 a.u.
SMILES string: Cc1nc2cccnc2nc1C
relative energy (zero: lowest compared OMol25 entry of this formula, charge and spin): 260.5 kJ/mol
frontier orbital gap: 0.323 Eh
HOMO level: -0.3411 Eh


The highest frontier orbital gap belongs to which entry? C18H20ClN3O2


Which formula does entry 1 have? C68H146F6N7O5S


Which value of E does entry 1 give? -4433.76120 a.u.


What is the HOMO level in the third record? -0.3411 Eh